78
Properties=species:S:1:pos:R:3:forces:R:3 method="wB97M-V/def2-TZVPD" de_lowest_kj_mol=0.00 spin_multiplicity=6 mol_weight_g_mol=619.0 largest_force_ha_per_bohr=0.020 homo_energy_ev="-7.115 / -6.946"
Fe -0.5739 0.6463 0.5413 -0.079 0.224 0.975
C 1.8498 -0.5211 -1.1837 0.120 0.030 0.008
C 2.1446 0.9292 -1.5433 -0.212 0.004 0.099
C 2.2583 1.8988 -0.3744 -0.095 0.079 -0.060
N 1.0801 2.0054 0.4900 0.300 -0.158 -0.349
C 1.0793 2.9985 1.3655 0.062 -0.042 0.044
C 2.1769 3.8774 1.5129 0.033 0.066 0.000
C 2.3344 5.0653 2.2142 -0.005 -0.074 0.011
C 1.5095 5.6888 3.1282 0.001 0.041 -0.011
C 0.3136 5.1656 3.5980 -0.020 -0.063 -0.023
C -0.3748 4.0337 3.2144 -0.016 0.051 0.044
C -0.1618 3.0977 2.1679 0.013 0.045 0.000
N -1.0708 2.2120 1.8406 -0.210 -0.017 0.053
C -2.3697 2.2415 2.4949 0.041 0.110 -0.146
C -3.3613 1.3588 1.7531 -0.035 0.047 0.109
C -3.1801 -0.0890 2.1385 0.077 -0.158 -0.220
N -1.8018 -0.4593 1.8792 -0.424 -0.103 -0.272
C -1.3980 -1.6785 2.1575 0.053 0.109 0.028
C -2.2599 -2.6534 2.7081 -0.048 -0.050 0.016
C -2.0412 -3.9659 3.0581 0.018 0.016 0.002
C -0.8836 -4.7347 2.9919 -0.043 -0.038 0.013
C 0.3389 -4.3130 2.5165 0.041 0.098 -0.076
C 0.7345 -3.0742 2.0241 0.034 -0.122 0.100
C 0.0359 -1.8710 1.8738 0.053 0.118 0.013
N 0.6189 -0.7436 1.4653 0.322 -0.132 -0.377
C 2.0712 -0.6797 1.3651 -0.013 -0.044 -0.128
C 2.6404 -1.0844 -0.0100 -0.110 -0.052 0.114
H 2.0117 -1.1398 -2.0642 0.064 -0.034 -0.145
H 0.7910 -0.6412 -0.9668 -0.064 -0.125 -0.061
H 1.3760 1.2796 -2.2434 0.053 0.011 -0.003
H 3.0992 0.9851 -2.0740 -0.013 -0.001 -0.034
H 2.4841 2.8800 -0.8075 -0.006 0.047 0.039
H 3.1353 1.6230 0.2240 0.053 0.038 -0.032
H 3.0454 3.6136 0.9314 -0.002 0.061 -0.032
H 3.2747 5.5715 2.0183 0.018 -0.028 0.013
H 1.8439 6.6293 3.5463 0.016 -0.021 0.027
H -0.1605 5.7269 4.3969 -0.011 0.001 0.003
H -1.2725 3.8570 3.7879 -0.006 0.019 0.002
H -2.7607 3.2641 2.5258 0.095 0.051 -0.014
H -2.2749 1.8984 3.5333 -0.085 0.018 0.031
H -3.1974 1.4584 0.6754 -0.106 0.061 -0.008
H -4.3839 1.6801 1.9597 0.013 -0.017 0.021
H -3.8813 -0.7154 1.5700 0.044 -0.044 0.023
H -3.4135 -0.2151 3.2034 -0.036 -0.003 0.002
H -3.2785 -2.3206 2.8473 0.007 -0.028 0.050
H -2.9190 -4.4821 3.4335 0.005 0.011 0.033
H -0.9551 -5.7605 3.3305 -0.007 0.000 -0.018
H 1.1213 -5.0656 2.5128 0.003 0.017 -0.005
H 1.7594 -3.0432 1.6825 -0.003 -0.039 0.053
H 2.5450 -1.2915 2.1367 -0.060 0.015 0.072
H 2.3311 0.3509 1.5872 0.117 -0.015 0.042
H 2.6324 -2.1736 -0.1062 0.018 0.011 0.086
H 3.6900 -0.7727 -0.0451 -0.009 -0.026 -0.072
N -1.3054 2.2304 -1.0722 0.001 0.124 -0.124
H -0.5368 2.8279 -1.3527 -0.042 0.059 0.045
H -2.0819 2.8175 -0.7922 0.037 0.056 -0.016
H -1.5885 1.6491 -1.8538 -0.012 0.047 -0.004
C 0.0455 -0.0787 -5.5661 0.002 -0.045 0.042
C 0.4889 -1.3057 -4.8198 0.053 0.067 -0.028
C 1.7296 -1.8798 -5.0388 0.030 -0.001 0.046
C 2.1170 -3.0123 -4.3333 0.028 0.017 -0.023
Cl 3.6970 -3.6974 -4.6147 -0.056 0.028 0.009
C 1.2684 -3.5957 -3.4174 -0.046 -0.029 0.011
C 0.0147 -3.0355 -3.1889 0.038 -0.062 0.050
C -0.3625 -1.8910 -3.8736 -0.016 -0.044 -0.015
O -1.5588 -1.2603 -3.7137 -0.129 0.161 0.098
C -2.4215 -1.6667 -2.6561 0.133 -0.018 -0.181
C -1.7966 -1.5049 -1.2629 -0.052 0.310 -0.116
O -1.6960 -2.4741 -0.5371 0.069 0.056 0.194
O -1.4496 -0.2754 -1.0100 0.017 -0.622 -0.055
H 0.8011 0.2280 -6.2883 -0.007 0.006 0.022
H -0.1423 0.7476 -4.8768 0.009 -0.005 -0.020
H -0.8910 -0.2648 -6.0941 0.011 0.011 -0.005
H 2.4091 -1.4382 -5.7575 -0.022 -0.018 0.004
H 1.5731 -4.4817 -2.8769 0.003 0.014 -0.011
H -0.6394 -3.4908 -2.4587 0.010 0.026 0.008
H -2.7516 -2.6987 -2.7798 0.063 -0.048 -0.053
H -3.2748 -0.9968 -2.7478 -0.080 -0.056 0.082